Entry 1:
DFT (ωB97M-V/def2-TZVPD) results for a structure of composition C75H98BrGe2N5O3S4SbTi in a non-equilibrium geometry.

Element x y z (Å)
Ti (-0.37510, 0.41830, -0.24350)
N (-0.49700, 0.02630, 1.82930)
C (-1.13070, 0.84620, 2.87240)
C (-0.10870, 1.48630, 3.80810)
C (0.78150, 2.49840, 3.08260)
N (1.78960, 1.80130, 2.29570)
H (-1.01970, -0.84830, 1.72320)
H (0.45630, -0.22640, 2.11400)
H (-1.83410, 0.24290, 3.45740)
H (-1.72040, 1.64370, 2.40470)
H (0.51940, 0.71020, 4.25580)
H (-0.64600, 1.99470, 4.61000)
H (1.22740, 3.19120, 3.81500)
H (0.15790, 3.08650, 2.40300)
H (2.63050, 1.65110, 2.84060)
H (2.02790, 2.32990, 1.46230)
C (-3.67560, -0.09060, 5.83590)
C (-4.39040, 0.33620, 4.58540)
C (-4.73840, 1.65850, 4.37080)
C (-5.42860, 2.04860, 3.23160)
C (-5.85830, 3.47330, 3.06560)
C (-5.74780, 1.09250, 2.26940)
C (-5.44640, -0.25560, 2.48950)
C (-5.85220, -1.30470, 1.50020)
C (-4.76070, -0.61080, 3.63890)
C (-6.50860, 1.48390, 1.06090)
C (-7.89480, 1.37360, 1.11570)
C (-8.67250, 1.66510, 0.01210)
C (-8.05870, 2.05700, -1.16030)
C (-6.67400, 2.17700, -1.23020)
C (-5.88950, 1.91630, -0.10970)
Ge (-3.86080, 1.99670, -0.15710)
S (-3.01660, 0.08700, 0.28900)
S (-2.95820, 3.58910, 1.26680)
Ge (-1.54760, 3.93360, -0.49760)
S (0.30540, 2.82330, -0.30000)
S (-3.02270, 3.08280, -2.01100)
C (-1.13270, 5.91640, -0.72400)
C (-0.29350, 6.29870, -1.77190)
C (0.15020, 7.61140, -1.87790)
C (-0.22750, 8.56120, -0.94960)
C (-1.07340, 8.19310, 0.07390)
C (-1.53380, 6.88360, 0.19410)
C (-2.47520, 6.68280, 1.32170)
C (-1.99560, 6.49250, 2.61540)
C (-0.53000, 6.28580, 2.85760)
C (-2.88450, 6.52470, 3.68030)
C (-4.23690, 6.74870, 3.48490)
C (-5.19000, 6.83600, 4.64170)
C (-4.70280, 6.90790, 2.18570)
C (-3.84120, 6.88130, 1.10290)
C (-4.35070, 7.06050, -0.29480)
C (0.15470, 5.35020, -2.81870)
C (1.46130, 4.86240, -2.80180)
C (2.41850, 5.22440, -1.70510)
C (1.88840, 4.03760, -3.83500)
C (1.03050, 3.65320, -4.85400)
C (1.47220, 2.69030, -5.91900)
C (-0.25810, 4.17070, -4.86660)
C (-0.69940, 5.04440, -3.88430)
C (-2.04600, 5.69410, -3.98990)
C (-6.09570, 2.50330, -2.55220)
C (-6.06800, 3.81560, -3.01770)
C (-6.60680, 4.92510, -2.16350)
C (-5.54150, 4.07370, -4.27500)
C (-5.05600, 3.05120, -5.07510)
C (-4.44490, 3.32460, -6.41920)
C (-5.13890, 1.74570, -4.61270)
C (-5.65490, 1.45430, -3.36120)
C (-5.75640, 0.04040, -2.87870)
H (-3.46870, 0.76340, 6.47650)
H (-2.73220, -0.58180, 5.59970)
H (-4.28560, -0.80170, 6.39350)
H (-4.47650, 2.40710, 5.10640)
H (-5.87330, 3.96980, 4.03200)
H (-6.84640, 3.53340, 2.61140)
H (-5.15670, 4.00720, 2.42540)
H (-6.86170, -1.12840, 1.13260)
H (-5.79650, -2.29730, 1.94190)
H (-5.17250, -1.26850, 0.64910)
H (-4.50990, -1.65000, 3.80680)
H (-8.35410, 1.04830, 2.04010)
H (-9.74850, 1.56100, 0.05560)
H (-8.64670, 2.25660, -2.04660)
H (0.80010, 7.87960, -2.69860)
H (0.12690, 9.57900, -1.03020)
H (-1.40060, 8.91880, 0.80590)
H (-0.09100, 5.69530, 2.05480)
H (-0.36760, 5.77420, 3.80310)
H (-0.01290, 7.24640, 2.89460)
H (-2.50540, 6.38360, 4.68370)
H (-4.68840, 6.61860, 5.58190)
H (-6.01200, 6.13420, 4.51400)
H (-5.62180, 7.83510, 4.70660)
H (-5.76060, 7.06810, 2.02250)
H (-5.42830, 7.20480, -0.30030)
H (-4.11190, 6.17970, -0.89020)
H (-3.87530, 7.91620, -0.77380)
H (1.88080, 5.57100, -0.82740)
H (3.09550, 6.01240, -2.03820)
H (3.01330, 4.35800, -1.42570)
H (2.91830, 3.69940, -3.83950)
H (2.54730, 2.52760, -5.88360)
H (1.21000, 3.05330, -6.91120)
H (0.97880, 1.72950, -5.77710)
H (-0.92610, 3.89210, -5.66930)
H (-2.52710, 5.43270, -4.92790)
H (-1.94770, 6.77770, -3.92470)
H (-2.69500, 5.36710, -3.17950)
H (-6.22260, 4.84150, -1.14790)
H (-7.69580, 4.86920, -2.11210)
H (-6.32910, 5.89350, -2.57330)
H (-5.50080, 5.09590, -4.62760)
H (-4.52720, 4.37610, -6.68620)
H (-4.93060, 2.72990, -7.19270)
H (-3.39050, 3.04980, -6.40430)
H (-4.78760, 0.93800, -5.23800)
H (-5.66060, -0.65410, -3.70760)
H (-6.70700, -0.13080, -2.37530)
H (-4.95940, -0.17330, -2.16410)
C (-2.27640, -4.24100, 0.92540)
C (-0.95730, -4.99030, 1.08620)
C (-0.63880, -5.08250, 2.57200)
C (-1.07050, -6.38180, 0.49090)
Sb (0.65260, -3.65950, 0.11830)
C (2.60030, -4.70900, 0.84390)
C (2.84300, -4.16370, 2.24590)
C (2.59030, -6.22770, 0.88390)
C (3.73450, -4.22550, -0.05210)
C (0.57360, -4.35130, -2.07440)
C (-0.87270, -4.40980, -2.57320)
C (1.32110, -3.24690, -2.81280)
C (1.23480, -5.69650, -2.33460)
H (-3.02870, -4.63610, 1.61300)
H (-2.66500, -4.34830, -0.08390)
H (-2.16060, -3.17420, 1.12640)
H (-1.46200, -5.55850, 3.11210)
H (-0.48490, -4.08900, 2.99330)
H (0.25470, -5.67600, 2.74660)
H (-1.89050, -6.93150, 0.96240)
H (-0.15590, -6.94720, 0.64920)
H (-1.26770, -6.33090, -0.57600)
H (2.11270, -4.55760, 2.94750)
H (2.76740, -3.07810, 2.24640)
H (3.83820, -4.44750, 2.59960)
H (1.86660, -6.59060, 1.60790)
H (3.57090, -6.60430, 1.18780)
H (2.35630, -6.65810, -0.08470)
H (3.65910, -3.15240, -0.22010)
H (3.72720, -4.72020, -1.02010)
H (4.70330, -4.43160, 0.41220)
H (-1.59020, -4.35390, -1.76260)
H (-1.06550, -5.33090, -3.12720)
H (-1.08000, -3.57580, -3.23860)
H (2.35590, -3.18460, -2.47720)
H (0.84390, -2.28350, -2.62570)
H (1.31820, -3.43200, -3.88940)
H (0.76370, -6.48560, -1.75320)
H (2.29400, -5.67160, -2.09980)
H (1.14050, -5.95690, -3.39240)
C (4.44390, -0.68390, 1.54480)
N (3.71370, -0.17820, 0.40680)
C (4.38000, 0.42020, -0.64750)
C (3.64970, 0.83010, -1.73730)
C (2.26420, 0.67460, -1.73200)
N (1.61340, 0.12720, -0.65120)
C (2.35290, -0.39480, 0.35160)
O (1.83780, -1.07580, 1.24930)
N (1.52890, 0.97850, -2.84700)
H (5.27810, -0.02150, 1.77510)
H (4.82890, -1.69010, 1.35760)
H (3.76260, -0.73360, 2.39410)
H (5.44940, 0.50300, -0.57250)
H (4.13720, 1.25920, -2.59710)
H (1.87810, 1.74670, -3.40180)
H (0.52180, 1.01940, -2.69090)
Br (-5.05150, -3.34310, -6.04640)
C (-4.00280, -2.44260, -4.73360)
C (-3.28040, -1.30960, -5.09930)
C (-2.50130, -0.67660, -4.16280)
C (-2.39030, -1.20350, -2.85950)
C (-3.20160, -2.30000, -2.49700)
C (-4.00640, -2.91450, -3.42320)
C (-1.44670, -0.65930, -1.92890)
O (-1.07940, 0.58440, -1.97150)
O (-0.90430, -1.33670, -0.97050)
H (-3.33510, -0.94650, -6.11680)
H (-1.95060, 0.21940, -4.41350)
H (-3.20020, -2.60450, -1.46190)
H (-4.63980, -3.74910, -3.15470)

Output
- Energy: -349039.1692 eV
- Multiplicity: 3
- Net charge: -1
- Relative energy (zero: lowest compared OMol25 entry of this formula, charge and spin): 0.0 kJ/mol
- HOMO level (alpha / beta): -2.09 / -4.96 eV
- Kohn-Sham gap (alpha / beta): 3.6 / 6.6 eV

Entry 2:
DFT (ωB97M-V/def2-TZVPD) results for a cluster of 2 separate species, C9H14 in total in a non-equilibrium geometry.

Element x y z (Å)
C (-1.21863, -3.20948, 0.52589)
C (-1.10223, -1.77970, 0.13675)
C (0.08514, -1.28896, -0.38577)
C (0.25491, 0.00999, -0.85021)
C (-0.83161, 0.92206, -0.74470)
C (-1.94420, 0.46643, -0.08524)
C (-2.12486, -0.83934, 0.34348)
H (-1.71462, -3.87208, -0.18583)
H (-1.60582, -3.41640, 1.52106)
H (-0.21287, -3.64931, 0.49296)
H (0.96246, -1.92931, -0.38720)
H (1.18154, 0.26906, -1.33967)
H (-0.58820, 1.92346, -1.06149)
H (-2.72736, 1.18991, 0.12288)
H (-3.00693, -1.15879, 0.88042)
C (3.25904, 1.87623, 0.40241)
C (2.27030, 3.08673, 0.30068)
H (4.19618, 2.10838, -0.09505)
H (3.46756, 1.61805, 1.43898)
H (2.73298, 1.04024, -0.05310)
H (1.26853, 2.70053, 0.11810)
H (2.53629, 3.53173, -0.65551)
H (2.35031, 3.64369, 1.22532)

Output
- Energy: -9559.4936 eV
- Multiplicity: 1
- Relative energy (zero: lowest compared OMol25 entry of this formula, charge and spin): 66.4 kJ/mol
- HOMO level: -9.08 eV
- SMILES string: Cc1ccccc1.CC
- Kohn-Sham gap: 10.1 eV

Entry 3:
DFT (ωB97M-V/def2-TZVPD) results for a structure of composition C4H16AsBBaF4N5O9P2 in a non-equilibrium geometry.

Element x y z (Å)
Ba (0.83309, 0.11105, 0.59970)
N (1.86246, 3.30319, -1.20470)
N (1.09669, 2.88777, -2.30252)
C (-0.10233, 2.30354, -2.23786)
N (-0.63726, 1.87696, -3.39525)
N (-0.61655, 2.23331, -0.99859)
N (-1.85599, 1.71929, -0.81961)
O (-2.09429, 1.36747, 0.32861)
O (-2.67759, 1.61329, -1.72954)
H (2.40663, 2.52310, -0.84770)
H (1.24187, 3.63399, -0.47658)
H (1.59616, 2.84786, -3.17534)
H (0.02348, 1.48115, -4.05127)
H (-1.54221, 1.44070, -3.31069)
O (0.19582, 0.81388, 3.22449)
P (1.03436, -0.51929, 3.68721)
O (0.78256, -0.89396, 5.07906)
O (0.78848, -1.48228, 2.54353)
O (2.56889, 0.04496, 3.53473)
P (3.32103, 0.94044, 2.42812)
O (3.50522, -0.18489, 1.23028)
O (4.62499, 1.41134, 2.89954)
O (2.26975, 1.87638, 1.84614)
H (0.78924, 1.57235, 3.06207)
H (4.35611, -0.06222, 0.79699)
C (-3.45822, -2.13319, -0.94213)
As (-1.96718, -1.87244, 0.29868)
C (-2.95653, -1.54608, 1.94714)
C (-1.50209, -3.74297, 0.62164)
H (-4.16302, -2.86431, -0.54533)
H (-3.07210, -2.47757, -1.90074)
H (-3.96125, -1.17757, -1.08773)
H (-3.71678, -2.31227, 2.10330)
H (-3.42492, -0.56471, 1.89352)
H (-2.24682, -1.55568, 2.77421)
H (-2.37951, -4.33277, 0.88960)
H (-0.78212, -3.75967, 1.43999)
H (-1.03875, -4.17025, -0.26733)
F (3.02508, 0.65616, -1.92976)
B (2.21116, -0.08982, -2.80975)
F (1.93914, 0.66315, -3.97386)
F (2.76018, -1.30791, -3.11363)
F (0.96315, -0.27149, -2.10865)

Output
- Energy: -121959.4378 eV
- Multiplicity: 1
- Net charge: -1
- Relative energy (zero: lowest compared OMol25 entry of this formula, charge and spin): 89.0 kJ/mol
- HOMO level: -6.85 eV
- Kohn-Sham gap: 8.9 eV